No. 1
C4H6N2O in the gas phase. Source: the Open Molecules 2025 dataset; level of theory: wB97M-V/def2-TZVPD.

Its HOMO-LUMO gap is 7.938 eV. For the HOMO energy, the calculation gives -7.07 eV. Its SMILES is Nc1ccc(O)[nH]1. For the energy relative to the best compared isomer or geometry (same formula, charge and spin), the calculation gives 1.070 eV.

Each line ends with the Mulliken charge.
Geometry (Å):
O 2.287 -1.280 0.361  -0.520
N -2.318 -0.205 -0.191  -0.583
N -0.034 -0.994 0.054  -0.065
C -0.925 0.032 -0.197  0.131
C 1.169 0.868 -0.154  -0.563
C 1.232 -0.467 0.095  0.279
C -0.217 1.184 -0.374  -0.475
H 3.073 -0.763 0.137  0.335
H -2.778 0.686 -0.028  0.277
H -0.655 2.132 -0.658  0.368
H -2.554 -0.792 0.611  0.255
H 1.990 1.540 0.043  0.351
H -0.270 -1.942 0.301  0.210


No. 2
C6H12O in the gas phase in a non-equilibrium geometry. Source: the Open Molecules 2025 dataset; level of theory: wB97M-V/def2-TZVPD.

Its HOMO-LUMO gap is 10.981 eV. For the HOMO energy, the calculation gives -9.88 eV. Its SMILES is CC(C)[C@H]1O[C@H]1C. For the energy relative to the best compared isomer or geometry (same formula, charge and spin), the calculation gives 2.215 eV.

Each line ends with the Mulliken charge.
Geometry (Å):
O 1.055 -1.440 -0.593  -0.502
C -1.958 -1.013 -0.584  -1.509
C 0.291 -0.650 0.330  -0.196
C -1.436 1.118 0.687  -1.439
C -0.899 0.052 -0.266  0.744
C 1.714 -0.440 0.130  -0.086
C 2.516 0.726 -0.396  -0.949
H -0.679 1.883 0.894  0.328
H 3.100 0.519 0.500  0.307
H -1.738 0.672 1.644  0.332
H -2.288 -1.521 0.332  0.334
H 2.065 1.733 -0.409  0.293
H -2.839 -0.563 -1.053  0.411
H 2.306 -0.882 0.990  0.280
H -0.585 0.522 -1.207  0.243
H 3.126 0.565 -1.296  0.275
H -2.314 1.610 0.257  0.401
H 0.118 -1.119 1.303  0.384
H -1.555 -1.772 -1.263  0.351


No. 3
C4H5NO2 in the gas phase in a non-equilibrium geometry. Source: the Open Molecules 2025 dataset; level of theory: wB97M-V/def2-TZVPD.

Its HOMO-LUMO gap is 9.343 eV. For the HOMO energy, the calculation gives -8.82 eV. Its SMILES is Cc1oncc1O. For the energy relative to the best compared isomer or geometry (same formula, charge and spin), the calculation gives 2.718 eV.

Each line ends with the Mulliken charge.
Geometry (Å):
O 0.343 1.941 0.064  -0.516
O 0.656 -1.582 0.134  -0.176
N 1.955 -1.071 0.018  -0.355
C 1.945 0.180 -0.090  -0.578
C -0.174 -0.457 0.031  0.263
C 0.605 0.650 0.108  0.747
C -1.686 -0.616 -0.049  -0.931
H 2.861 0.704 -0.126  0.438
H -2.130 -0.835 0.956  0.252
H -1.732 -1.438 -0.749  0.315
H -0.542 2.121 0.117  0.270
H -2.101 0.404 -0.413  0.272